Below is a gas-phase ion, C4H9N2OS (charge +1) at a distorted geometry, with properties calculated with the ωB97M-V functional and the def2-TZVPD basis.

```
17
Properties=species:S:1:pos:R:3:lowdin_charge:R:1
C 0.8738 1.0644 0.0262 -0.422
C -1.2284 -0.3511 0.0954 -0.280
C 2.3407 0.7892 0.1859 0.008
C -1.8259 -1.6752 -0.1787 0.004
N 0.3270 2.0916 -0.3374 0.217
N 0.1272 -0.1390 0.1974 0.172
O -2.0077 0.7408 0.1058 -0.423
S -3.6288 0.6249 0.0006 0.947
H 2.4889 -0.0052 0.9105 0.083
H 2.8026 1.7016 0.6522 0.120
H 2.9436 0.6400 -0.6341 0.065
H -2.7347 -1.5817 -0.7212 0.045
H -2.3980 -2.0374 0.7612 0.160
H -1.2044 -2.3949 -0.6544 0.100
H 0.8786 2.8516 -0.6002 0.073
H 0.7314 -0.8928 0.5347 0.165
H -3.8814 1.9919 -0.1704 -0.032
```

Results
- HOMO-LUMO gap (spin up / spin down): 9.1 / 9.1 eV
- HOMO (spin up / spin down): -13.7 / -13.7 eV
- Max |F|: 4.00 eV/A
- Energy above the lowest of the compared OMol25 structures with the same formula, charge and spin: 3.0483 eV
- Charge: +1
- SMILES: [H]/N=C(C)/[NH+]=C(/C)OS